1.
The following is a quantum chemistry calculation of a structure of composition C31H28As2FeNO6P2S5 at a distorted geometry, from OMol25.

Cartesian coordinates (Å):
As1 2.86875 -2.38754 1.14107
As2 -0.19000 2.12631 -1.76808
Fe1 1.38294 -0.66823 -0.35271
S1 2.07726 -3.87544 2.44712
S2 2.79552 0.67506 -2.34711
S3 4.97597 -2.51393 1.23190
S4 2.09627 -2.73364 -0.92210
S5 2.07464 -0.42180 1.78497
P1 -1.02680 -1.34425 0.08687
P2 -2.45644 1.17700 1.01453
O1 3.14120 0.54187 -0.92230
O2 3.83194 0.29232 -3.26978
O3 -0.03581 0.96956 -0.56346
O4 -1.36499 3.24206 -1.52733
O5 1.49784 0.02424 -2.56561
O6 -0.59964 1.50747 -3.37472
N1 -2.13507 -0.52681 1.15563
C1 -0.81397 -4.10947 0.51719
C2 -6.43658 1.40592 3.44440
C3 -1.10381 -1.63966 -2.66141
C4 -3.06315 -0.58548 -1.76173
C5 -1.33272 3.46018 1.97951
C6 -5.25124 1.71920 4.09202
C7 1.36379 4.45486 -2.21368
C8 2.44125 5.19557 -2.67177
C9 -2.88410 -0.96527 -4.12858
C10 -1.69512 -3.04656 0.35908
C11 3.60880 4.55363 -3.06736
C12 -0.52153 1.52735 3.14487
C13 3.69986 3.17359 -2.98784
C14 1.44459 3.06892 -2.16032
C15 -4.03802 1.62195 3.42354
C16 -1.80768 -1.15049 -1.56388
C17 -6.40087 1.01010 2.11389
C18 -2.66278 -5.62803 0.76273
C19 0.23254 3.72474 3.78284
C20 -2.23601 -1.17744 2.47351
C21 -3.59832 -0.48869 -3.03821
C22 -0.54575 4.27803 2.77478
C23 2.61030 2.43818 -2.54709
C24 -1.34419 2.07616 2.16874
C25 -1.29783 -5.39749 0.71281
C26 -3.98067 1.19947 2.09613
C27 -3.06799 -3.28595 0.40182
C28 0.24775 2.35058 3.95785
C29 -3.54830 -4.56649 0.60944
C30 -1.63951 -1.54627 -3.93472
C31 -5.18723 0.91866 1.45165
H1 -3.61459 -0.21777 -0.91122
H2 -4.57222 -0.03565 -3.18347
H3 -1.07613 -1.90889 -4.78477
H4 -0.12051 -2.07302 -2.52176
H5 -1.55863 1.62387 -3.43681
H6 0.88157 1.90417 4.71420
H7 -0.52212 5.34671 2.59576
H8 -5.27320 2.04347 5.12628
H9 2.37478 6.27587 -2.71980
H10 -1.93626 3.87979 1.18026
H11 -3.29143 -0.87743 -5.12904
H12 -0.59741 -6.21272 0.84018
H13 -2.45798 -0.44094 3.24030
H14 -0.43612 0.45992 3.27853
H15 0.25702 -3.93817 0.49816
H16 0.43975 4.92419 -1.89644
H17 0.83863 4.36018 4.41743
H18 -1.31544 -1.70394 2.74192
H19 -7.38326 1.48094 3.96631
H20 -7.32384 0.78664 1.59149
H21 -5.16913 0.64553 0.40278
H22 -3.75688 -2.45981 0.26811
H23 4.60239 2.64590 -3.26524
H24 -3.12293 1.88368 3.94133
H25 -3.04267 -6.63102 0.91912
H26 -3.04641 -1.91055 2.47031
H27 -4.61771 -4.73697 0.65580
H28 4.44283 5.13286 -3.44429

Properties
F_max	0.05792	hartree/bohr
total charge	-2
multiplicity	2
total energy	-10113.3686	Ha

2.
The following is a quantum chemistry calculation of a structure of composition C2H6AlF3O at a distorted geometry, from OMol25.

Cartesian coordinates (Å):
Al1 19.40157 26.71832 -8.52727
F1 19.93031 28.56588 -9.79667
F2 19.44193 26.42934 -6.31432
F3 19.27212 25.81980 -10.64982
O1 17.77382 26.92393 -7.44657
C1 16.64395 27.42344 -6.85560
C2 16.61187 27.18872 -5.39152
H1 17.55562 27.61136 -5.04684
H2 16.63696 26.13638 -5.10861
H3 18.36722 26.76809 -6.70820
H4 15.86964 26.79441 -7.29476
H5 16.53849 28.49782 -7.00625
H6 15.76085 27.69001 -4.93044

Properties
F_max	0.09553	hartree/bohr
total energy	-697.0091	Ha

3.
The following is a quantum chemistry calculation of an isolated molecule of C2H4NP at a distorted geometry, from OMol25.

Cartesian coordinates (Å):
P1 -0.43803 1.43789 1.04620
N1 1.24031 -0.48293 -0.30202
C1 -0.08889 -1.33703 -0.35463
C2 0.16033 -0.01717 0.14218
H1 0.63892 2.45027 0.76343
H2 -1.08800 1.68865 -0.25184
H3 0.06093 -2.20604 0.31034
H4 -0.48556 -1.53364 -1.35366

Properties
SMILES string	PC1=NC1
F_max	0.04048	hartree/bohr
total energy	-474.6059	Ha

4.
The following is a quantum chemistry calculation of a structure of composition C12H25N5O3 at a distorted geometry, from OMol25.

Cartesian coordinates (Å):
O1 2.74193 1.36887 2.71098
O2 -1.36815 1.44685 0.27284
O3 1.37423 -0.08028 3.86557
N1 0.53859 -3.93814 -3.70707
N2 -0.52410 0.05411 1.83251
N3 0.64862 -5.61233 -5.64917
N4 -2.67566 -0.44703 -1.26715
N5 2.19673 -3.61820 -5.37627
C1 -1.20574 0.29095 0.63554
C2 -0.29849 2.41616 2.87058
C3 1.36655 4.10996 3.52678
C4 0.66747 -2.59798 -3.30606
C5 -0.29040 -2.40341 -1.99491
C6 -0.14073 -1.16296 -1.21092
C7 1.18788 -4.40440 -4.90237
C8 1.59001 1.08472 3.00894
C9 -1.56306 -0.93062 -0.48840
C10 -1.05909 4.83101 2.97237
C11 0.34958 1.25869 2.03426
C12 0.07616 3.86922 2.70892
H1 0.34826 3.75255 1.57682
H2 0.96904 -5.90301 -6.55108
H3 -2.81572 0.69422 -1.07335
H4 0.73054 4.30580 4.78154
H5 2.10812 -2.82718 -4.64204
H6 2.02815 5.12276 3.03189
H7 0.94131 1.66871 1.08785
H8 -1.22972 -2.49345 -2.54627
H9 -1.89653 4.32297 2.28561
H10 -1.70276 -1.95028 0.05555
H11 -0.02306 -0.86601 2.14146
H12 -0.42558 -5.90571 -5.81997
H13 -0.14105 -3.24186 -1.34143
H14 -1.32209 4.82218 4.17310
H15 -0.35773 2.44763 4.02739
H16 -1.56925 2.25327 2.92232
H17 0.84630 -0.97524 -0.51814
H18 1.88375 -1.90484 -3.27278
H19 2.07051 2.88592 3.65584
H20 0.14982 -0.42798 -2.04252
H21 0.00557 -4.62085 -3.05292
H22 0.23069 0.34631 4.39049
H23 -3.55169 -1.13616 -0.67226
H24 0.05678 -1.83291 -4.01753
H25 -0.94599 5.92798 2.88348

Properties
F_max	0.13698	hartree/bohr
total energy	-971.2564	Ha

5.
The following is a quantum chemistry calculation of a cluster of 11 separate species, C39H55F3O37S in total at a distorted geometry, from OMol25.

Cartesian coordinates (Å):
S1 0.15391 2.39586 3.21483
F1 6.87068 0.30571 4.80966
F2 6.12263 -1.35292 6.10361
F3 6.97490 -1.79745 4.08151
O1 -3.93157 -0.22239 -1.44051
O2 10.67980 -0.53352 -1.00265
O3 0.92632 6.65362 7.52916
O4 9.24755 -0.95550 0.68099
O5 -5.46740 -2.58188 -6.02774
O6 -0.74599 1.32292 3.52974
O7 -3.64660 -0.79125 0.68686
O8 11.37999 -1.53812 0.88642
O9 0.94544 -4.35616 3.10508
O10 1.34416 7.36185 5.46698
O11 0.06892 8.72126 1.72419
O12 4.12785 -2.00135 0.08374
O13 -4.84233 -1.31936 -7.77238
O14 -0.22589 3.74879 3.48962
O15 -2.95643 -0.71900 6.75057
O16 -1.51093 -2.34243 7.20231
O17 1.16996 0.04906 -2.39793
O18 -6.92913 -2.04429 -7.65022
O19 1.57896 2.13414 3.85031
O20 -0.61230 -3.38383 1.81171
O21 -3.51830 -2.37036 -0.91783
O22 1.53822 10.04690 0.71790
O23 2.26346 8.43809 7.21666
O24 3.91509 -0.24057 5.04292
O25 -0.61232 10.06596 0.05276
O26 -1.25051 -4.66618 3.50513
O27 -1.23645 -1.02601 -8.85399
O28 -3.50904 -2.86393 6.32761
O29 1.85526 -0.94204 -4.28936
O30 -1.60713 -1.33929 -6.65990
O31 -10.07930 -4.39619 -8.10280
O32 1.84521 1.27147 -4.16338
O33 1.80293 0.75448 0.60243
O34 -8.92109 -3.84054 -9.95020
O35 0.59868 2.24043 1.73299
O36 -1.99711 -2.99635 -8.08248
O37 -7.98505 -5.09095 -8.33409
C1 1.92620 1.71526 1.57418
C2 2.09987 -0.47910 -5.62492
C3 2.21943 9.50763 1.85702
C4 2.36834 1.25570 2.99311
C5 10.45841 -0.96540 0.07777
C6 -5.72966 -2.03221 -7.05205
C7 -5.42558 -1.02563 -9.05339
C8 1.72528 -2.08843 0.46640
C9 1.58035 7.57298 6.78587
C10 -4.28077 0.94013 -0.67904
C11 -2.73615 -2.05223 6.71483
C12 2.88463 -1.35448 -0.20229
C13 2.14027 -0.20150 3.32579
C14 -8.34134 -5.38788 -6.97862
C15 -3.64006 0.64408 0.66490
C16 1.35401 8.31095 2.20540
C17 -0.19884 -4.15620 2.83560
C18 0.03233 5.92588 6.67931
C19 -1.90021 -0.10330 7.49730
C20 -2.03067 -3.53590 1.66395
C21 4.82508 -0.79737 4.14068
C22 6.19347 -0.90378 4.80907
C23 -2.29711 -2.35248 -5.89985
C24 -9.85821 -5.32414 -7.03363
C25 0.24433 9.65440 0.75949
C26 -2.44354 -4.00177 3.04916
C27 -3.68666 -1.24005 -0.59398
C28 2.55694 -0.53072 4.75015
C29 2.52955 0.95718 -5.38664
C30 -1.58239 -1.71932 -7.95198
C31 10.80046 -1.72355 2.18227
C32 -8.99161 -4.39493 -8.90213
C33 9.31582 -1.75805 1.86650
C34 0.67070 6.10240 5.31509
C35 -0.78247 -1.12391 7.37350
C36 -2.11471 -3.57620 -6.77404
C37 -6.91088 -1.11536 -8.74676
C38 1.58439 0.12218 -3.51001
C39 3.01433 0.15248 0.13503
H1 -1.85719 -2.45113 -4.91107
H2 -3.33988 -2.06734 -5.81548
H3 0.87740 -1.44416 0.67025
H4 1.36385 -2.89965 -0.16831
H5 -0.14716 -1.18996 8.25333
H6 -7.91093 -4.62276 -6.33069
H7 -5.10214 -0.04666 -9.39260
H8 2.77302 -1.44539 -1.27931
H9 11.17528 -2.63881 2.63097
H10 1.30800 8.10209 3.26902
H11 -7.95358 -6.36269 -6.69795
H12 2.04785 -2.56292 1.39551
H13 -5.09673 -1.78434 -9.76352
H14 -7.50929 -1.50318 -9.56607
H15 -10.30756 -6.28106 -7.30325
H16 -4.20045 1.02961 1.51144
H17 -0.04510 6.15076 4.50079
H18 3.27719 0.67877 -0.78703
H19 1.97268 0.09392 5.42992
H20 -3.89263 1.83118 -1.16284
H21 -3.28469 -4.68750 3.04422
H22 3.85374 0.30800 0.82139
H23 2.64352 -0.82925 2.59494
H24 -0.95663 6.38264 6.73898
H25 2.86028 -1.09204 -6.09933
H26 -7.32675 -0.16771 -8.40267
H27 3.60358 1.05104 -5.22065
H28 -1.19659 -4.12279 -6.55090
H29 -0.17232 -0.95857 6.49052
H30 2.32594 -1.57383 4.98682
H31 11.07186 -0.87460 2.81178
H32 -2.46912 -2.60064 1.34606
H33 4.54820 -1.80094 3.80337
H34 1.16979 -0.54676 -6.19148
H35 2.55319 2.53618 1.21299
H36 -2.60646 0.98795 0.72368
H37 -2.22732 -4.28548 0.89732
H38 2.22296 1.64222 -6.17090
H39 -2.23421 0.02315 8.52897
H40 -2.65573 -3.17998 3.73380
H41 8.69701 -1.32942 2.64239
H42 3.39357 1.58116 3.16831
H43 -0.02787 4.88996 7.00048
H44 3.24020 9.24985 1.59075
H45 -10.31502 -4.95326 -6.12102
H46 -2.96010 -4.25743 -6.74287
H47 1.65593 7.41033 1.66605
H48 -5.36809 1.00224 -0.61760
H49 4.15084 -2.19991 1.02045
H50 8.96392 -2.76347 1.62925
H51 1.40895 5.33080 5.09547
H52 2.22876 10.25723 2.64929
H53 1.07415 -0.42828 3.22459
H54 -1.65773 0.86514 7.06857
H55 4.96117 -0.16836 3.25057

Properties
SMILES string	C[C@H](O)CO[C@H]1OS(=O)(=O)O[C@H]1CCOCC(F)(F)F.O=C1OCCO1.O=C1OCCO1.O=C1OCCO1.O=C1OCCO1.O=C1OCCO1.O=C1OCCO1.O=C1OCCO1.O=C1OCCO1.O=C1OCCO1.O=C1OCCO1
F_max	0.03785	hartree/bohr
total energy	-5000.8487	Ha

6.
The following is a quantum chemistry calculation of a cluster of 6 separate species, C33H63N3O9 in total at a distorted geometry, from OMol25.

Cartesian coordinates (Å):
O1 2.29105 -0.82643 -0.46102
O2 2.25257 1.34393 2.74570
O3 -4.88925 1.20832 -0.30285
O4 -3.46820 -0.37003 0.52639
O5 -1.77330 3.77405 -3.64749
O6 2.53578 -3.52653 -0.41572
O7 -2.76024 -2.95050 1.43714
O8 1.58954 -0.22036 4.17510
O9 1.07470 0.32217 -1.86857
N1 -1.48731 3.96138 -2.51344
N2 2.87474 -2.97006 -1.32396
N3 -2.26899 -2.16211 2.25303
C1 0.89680 1.98008 4.65784
C2 0.64939 -2.84052 -2.37959
C3 5.21974 -3.71043 -1.54353
C4 2.46149 -4.21455 -3.31100
C5 4.12480 -1.51038 -3.63486
C6 4.67249 -1.32194 -2.23068
C7 -0.32218 4.93401 -2.29378
C8 -0.30164 5.22710 -0.84189
C9 2.60586 -1.67983 -3.54802
C10 -4.64177 0.05055 0.02177
C11 4.37769 -2.43877 -1.22798
C12 -1.76823 -3.04323 4.39602
C13 -0.52584 4.07044 0.14538
C14 -1.79828 1.76505 -1.79833
C15 -0.67540 -1.78418 0.39764
C16 -5.65821 -0.98401 -0.35677
C17 -1.94071 3.58898 -0.00145
C18 -0.84827 -0.04912 2.18240
C19 -2.85294 -2.18617 3.72477
C20 -3.02818 -0.75654 4.29860
C21 -3.73933 3.43306 -1.86727
C22 2.04566 1.48150 -0.07227
C23 1.67094 0.97563 3.80430
C24 -2.28130 3.19213 -1.55132
C25 1.71071 0.26020 -0.82004
C26 0.21921 -2.31664 2.75549
C27 2.13909 -2.86063 -2.69815
C28 -0.81664 -1.55644 1.79514
C29 0.90585 4.20362 -2.74452
C30 -0.56307 6.15392 -3.16672
C31 -0.31286 -2.55468 4.19673
C32 -4.32182 -2.82405 3.61477
C33 4.55952 -1.99478 0.22553
H1 2.84359 1.26455 0.59682
H2 0.42782 -3.29692 2.23243
H3 0.99693 4.01068 -3.81479
H4 2.36395 -5.08512 -2.57208
H5 0.34073 -3.38344 4.54741
H6 1.06190 3.31916 -2.08998
H7 2.11216 -1.92236 -4.52542
H8 -0.79866 6.11564 -0.50856
H9 3.98657 -1.03669 0.44033
H10 0.34437 -1.41962 0.11515
H11 -4.10785 3.01485 -2.78621
H12 -3.34874 -0.04540 3.60205
H13 -1.44557 -1.18756 -0.10319
H14 1.66885 -4.51371 -4.03328
H15 6.16660 -3.63601 -1.02617
H16 0.40225 -3.64919 -1.68476
H17 -0.31843 4.56959 1.11376
H18 0.71666 1.55932 5.62490
H19 4.32577 -0.55364 -4.25644
H20 4.28978 -2.74392 0.99711
H21 -6.24395 -0.43061 -1.15849
H22 -1.30156 0.12674 3.13668
H23 -3.75074 -0.89712 5.07009
H24 1.07151 -1.67142 2.92071
H25 -4.23118 3.11024 -1.01648
H26 -4.23347 -3.86430 3.30036
H27 -6.32956 -1.18301 0.45035
H28 0.20345 0.25648 2.11168
H29 -2.66683 4.39289 0.07416
H30 -1.46412 0.44885 1.43944
H31 -0.02935 -1.69011 4.80314
H32 -4.78565 -2.66979 4.57272
H33 4.63054 -2.25881 -4.26508
H34 1.47726 2.92865 4.80633
H35 3.48993 -4.47557 -3.75122
H36 4.16838 -0.48933 -1.72416
H37 0.74996 5.53095 -0.71676
H38 -0.60474 5.81931 -4.18024
H39 -0.67915 1.66812 -1.76062
H40 -2.05641 -4.11902 4.18789
H41 -1.52462 6.56031 -2.90200
H42 2.36321 2.26028 -0.70280
H43 1.24855 1.65037 0.70130
H44 -3.89599 4.49862 -1.87590
H45 -0.08301 2.14040 4.24059
H46 -1.96052 -2.82014 5.44454
H47 -0.70691 -2.88117 0.11414
H48 0.20800 3.32631 -0.02314
H49 0.38395 -1.87996 -1.96304
H50 2.14169 -0.78721 -3.14336
H51 0.19599 6.82477 -3.02154
H52 -5.27652 -1.99193 -0.74165
H53 5.72502 -1.19794 -2.22545
H54 5.65382 -1.76396 0.37749
H55 -2.10907 -0.49391 4.88073
H56 -2.05483 1.45029 -2.77134
H57 -2.24911 1.14378 -1.01467
H58 -2.38752 2.74481 0.53556
H59 1.78345 4.82254 -2.50382
H60 -4.94564 -2.30097 2.87147
H61 4.68337 -4.58266 -1.26297
H62 0.13981 -3.05888 -3.32139
H63 5.39023 -3.85038 -2.59487

Properties
F_max	0.14975	hartree/bohr
total energy	-2136.2077	Ha

7.
The following is a quantum chemistry calculation of the ion C9H12N3O with charge +1 at a distorted geometry, from OMol25.

Cartesian coordinates (Å):
O1 -2.79934 0.35697 -0.07508
N1 -0.61132 0.88097 -0.23390
N2 2.42937 0.47886 0.24947
N3 3.25241 2.55386 -0.08445
C1 -0.30866 -2.80224 -0.26495
C2 2.30827 1.68906 -0.20151
C3 1.32511 -0.50155 0.23428
C4 0.04374 -0.34383 -0.18457
C5 -1.86602 1.14781 -0.30604
C6 -0.84935 -1.46873 -0.31044
C7 -4.10362 0.84789 0.34800
C8 1.80431 -1.83490 0.29341
C9 0.97259 -2.89767 0.25435
H1 -0.82023 -3.68175 -0.47278
H2 1.28242 1.84312 -0.65207
H3 -4.78936 -0.12719 0.34499
H4 -4.35622 1.69103 -0.27796
H5 2.83252 -1.96136 0.59826
H6 -1.83879 -1.33319 -0.68324
H7 -2.18504 2.14536 -0.23653
H8 3.40041 0.12567 0.48325
H9 -4.06176 1.23044 1.31804
H10 3.12693 3.45081 -0.43161
H11 4.30974 2.29889 -0.01521
H12 1.50191 -3.78832 0.30627

Properties
SMILES string	CO/C=N\c1ccccc1NC=[NH2+]
F_max	0.10035	hartree/bohr
total charge	+1
total energy	-589.3406	Ha

8.
The following is a quantum chemistry calculation of a structure of composition C4H5CeO2 at a distorted geometry, from OMol25.

Cartesian coordinates (Å):
Ce1 4.67348 -0.19694 0.08831
O1 -2.80951 1.29987 0.10849
O2 2.38417 -0.31316 -0.85166
C1 1.07979 -0.21246 -0.75829
C2 -1.64836 1.02239 0.36443
C3 0.31301 -0.53934 0.30400
C4 -1.18591 -0.39903 0.31921
H1 -1.74558 -0.82113 -0.57066
H2 -0.84576 1.78209 0.22461
H3 0.79676 -0.93628 1.20249
H4 0.58243 0.18189 -1.66281
H5 -1.59453 -0.86791 1.23188

Properties
F_max	0.08670	hartree/bohr
total charge	+1
multiplicity	3
total energy	-780.6277	Ha